(1)
8
Properties=species:S:1:pos:R:3 method="wB97M-V/def2-TZVPD" multiplicity=1 total_charge=0 e_above_lowest_kcal_mol=122.1 homo_ev=-8.811 max_force_ev_per_a=2.37 total_energy_ha=-474.47909
C 1.87509 -1.30545 -0.80187
C -0.52099 0.44656 0.34864
N 1.80583 0.83180 -1.48006
P 1.11515 0.11042 -0.33274
H 2.81301 -1.26186 -0.36177
H -0.78552 1.40436 -0.06421
H -0.49082 0.74843 1.40328
H -1.24166 -0.44203 0.21190

=====

(2)
16
Properties=species:S:1:pos:R:3 method="wB97M-V/def2-TZVPD" s2=0.751 multiplicity=2 total_charge=0 e_above_lowest_kcal_mol=103.2 homo_ev="-2.081 / -10.148" max_force_ev_per_a=3.61 total_energy_ha=-230.16858
C -3.65221 0.13883 1.29310
N -2.63402 0.84676 1.56804
H -3.69102 -0.82532 0.66965
H -4.62363 0.19095 1.72915
H -2.59810 1.70639 2.17507
H 0.14257 -1.14154 -0.85083
C 2.74582 -0.56498 -1.00194
C 1.59280 0.45266 -0.71479
N 0.21587 -0.19131 -0.36828
H 2.63378 -1.25775 -1.83412
H 3.74006 -0.16871 -1.24985
H 2.82162 -1.33116 -0.18588
H 2.03660 1.03202 0.25393
H 1.57945 1.23921 -1.50854
H 0.24345 -0.53372 0.61899
H -0.55305 0.40766 -0.59369

=====

(3)
62
Properties=species:S:1:pos:R:3 method="wB97M-V/def2-TZVPD" multiplicity=1 total_charge=+1 e_above_lowest_kcal_mol=78.8 homo_ev=-12.406 max_force_ev_per_a=3.21 total_energy_ha=-1377.74330
N -0.17394 -0.34156 2.79741
C 0.08909 -0.88346 1.43091
C 1.34512 -0.40798 0.72176
C 1.63567 1.10321 0.74463
O 2.46126 -0.98679 1.48506
C -1.15172 -0.62923 0.56582
N -1.11797 -1.56140 -0.62158
C -2.53164 -1.46674 -1.26280
H -0.27731 0.71846 2.78496
H 0.54541 -0.66594 3.47885
H -0.99156 -0.90400 3.24360
H 0.38111 -1.97908 1.57556
H 1.40582 -0.73438 -0.35966
H 2.10436 1.39369 -0.23841
H 2.23885 1.26235 1.59438
H 0.69287 1.71538 0.73097
H 3.19258 -1.30631 0.96621
H -1.13311 0.42147 0.21988
H -2.04487 -0.69728 1.15778
H -0.48343 -1.18219 -1.30335
H -2.69331 -2.54671 -1.54890
H -3.30643 -1.18679 -0.56431
H -2.43211 -0.66449 -2.01492
H -0.33345 -3.46459 0.01741
H 0.01883 -4.96818 0.04187
O -0.14201 -4.20883 0.62326
H -1.61839 -4.24404 2.01808
H -1.11168 -4.41549 3.46165
O -1.85670 -4.18420 2.92742
H -3.76674 -1.32699 4.05171
H -3.06771 -2.57993 3.63682
O -3.01379 -1.60507 3.53449
H -0.60630 -3.39849 -2.20887
H 0.78520 -2.85990 -2.01666
O 0.25503 -3.35807 -2.64877
H 1.24019 1.64475 5.31594
H 1.92719 0.22870 5.38680
O 1.37768 0.80676 4.80902
H 0.35621 -1.90607 -4.57452
H 0.13841 -0.51687 -5.05351
O 0.37868 -1.02500 -4.21754
H -2.30991 2.21537 2.37028
H -1.00390 2.86551 2.40715
O -1.37349 1.98444 2.40074
H 1.52034 2.77802 -4.58992
H 0.31342 4.92942 2.15626
O -0.01710 4.21559 1.57862
H 0.33929 0.63677 -2.98619
H 0.56384 1.91322 -2.04154
O -0.01305 1.12344 -2.18941
H 2.57111 1.87940 -4.02805
H 1.16738 4.76258 -1.90594
O 1.86879 2.46380 -3.70028
H 0.11539 4.46825 0.67686
H -0.34195 5.19066 -1.80386
O 0.46200 4.95276 -1.31136
H -2.67184 2.95734 -2.63649
H -1.22755 2.23928 -2.70084
O -1.75723 3.01188 -2.85518
H 2.39084 -0.38332 -3.31052
H 3.54494 -0.45773 -4.43225
O 3.27625 -0.02379 -3.57710

=====

(4)
47
Properties=species:S:1:pos:R:3 method="wB97M-V/def2-TZVPD" multiplicity=1 total_charge=0 e_above_lowest_kcal_mol=188.2 homo_ev=-5.461 max_force_ev_per_a=4.02 total_energy_ha=-1487.44848
C 5.19345 0.88832 1.33801
N 3.87797 0.40161 1.62381
C 2.74286 1.14102 1.51992
C 1.63067 0.31649 1.77647
C 0.29111 0.73140 1.85178
C -0.80540 -0.08558 1.41554
C -0.75686 -1.35143 0.80206
N -1.98751 -1.93611 0.79436
C -2.29788 -3.21142 0.20956
C -2.89254 -1.09007 1.43595
C -2.18760 0.06570 1.85224
C -2.84535 1.01765 2.64164
C -4.19757 0.79372 2.97776
C -4.86093 -0.37807 2.55745
C -4.22338 -1.34101 1.74586
C 2.16226 -1.02112 2.10482
C 3.55932 -0.91419 1.93732
C 4.42790 -1.97733 2.11120
C 3.88705 -3.20709 2.52119
C 2.50958 -3.30914 2.76009
C 1.63035 -2.23044 2.57042
H 5.93591 0.16922 1.68505
H 5.31099 1.04274 0.25890
H 5.35193 1.84552 1.83988
H 2.76373 2.20464 1.23904
H -0.09798 1.52420 3.13876
H 0.11775 -1.78871 0.35575
H -3.34492 -3.42743 0.38821
H -2.13434 -3.22295 -0.87560
H -1.70823 -4.03407 0.63585
H -2.29228 1.90419 2.95577
H -4.74308 1.50640 3.59817
H -5.90351 -0.54286 2.83267
H -4.71511 -2.25036 1.39914
H 5.47072 -1.85523 1.88909
H 4.54241 -4.08217 2.68519
H 2.10163 -4.27043 3.07011
H 0.57755 -2.31439 2.82509
C -0.26893 4.89656 3.35098
S 0.88403 3.65764 2.81092
N -0.01009 2.27835 2.24396
O 1.57678 4.16692 1.62844
O 1.57462 3.06488 3.89263
H 0.27711 5.74161 3.78549
H -0.83942 5.29837 2.52671
H -0.92466 4.52684 4.12879
H -0.41457 2.41848 1.25567